Computed, not measured: a molecular structure, C25H25N3O10SZr in a non-equilibrium geometry, with the ωB97M-V functional and the def2-TZVPD basis.

Summary:
Orbital gap, eV: 8.283
Lowest unoccupied orbital energy, eV: -0.89
Total energy, Eh: -2329.791396

```
65
Properties=species:S:1:pos:R:3:forces:R:3:lowdin_charge:R:1
Zr 1.2264 1.1073 0.6266 -0.2 -0.9 -2.5 2.00
C 1.0582 -0.1819 -5.9425 1.0 0.0 -0.3 -0.04
C 1.9650 0.3379 -4.8775 0.9 2.4 -0.2 -0.26
C 2.8115 -0.4523 -4.0952 0.6 -0.4 0.0 -0.02
C 3.5936 0.0868 -3.0638 0.3 -0.6 0.0 -0.04
C 3.4735 1.4529 -2.8506 -1.2 -0.8 2.3 -0.30
C 2.7789 2.2740 -3.6742 -1.7 1.0 -1.1 -0.09
C 2.0522 1.7629 -4.7473 1.0 -1.6 0.2 0.00
S 3.3618 2.0985 -1.1800 3.0 1.8 0.0 0.66
O 4.3406 3.1830 -1.1919 -0.8 -1.1 0.8 -0.29
O 3.4748 0.9842 -0.1659 -0.6 0.2 -0.5 -0.40
N 1.9335 2.6214 -0.8432 -0.7 -1.9 0.4 -0.35
C 1.5377 3.9387 -0.5571 -0.2 2.5 -0.1 -0.19
C 1.1114 4.0724 0.9190 1.2 1.2 -0.2 -0.59
O 1.1972 5.0809 1.5814 -0.4 -0.6 -0.6 0.10
O 0.7220 2.9080 1.3576 -0.6 -1.0 1.3 -0.22
H 1.5999 -0.9368 -6.5423 -0.4 0.4 0.0 0.09
H 0.7769 0.6951 -6.5671 -0.3 -1.0 0.3 0.09
H 0.2473 -0.6845 -5.4363 -0.6 0.1 -0.2 0.07
H 2.8656 -1.5120 -4.3668 0.0 0.3 0.4 0.12
H 4.3197 -0.4540 -2.3963 -1.3 0.1 -0.8 0.14
H 2.5759 3.2992 -3.3619 0.4 0.0 -0.3 0.12
H 1.6620 2.4338 -5.5045 -0.5 -0.2 0.3 0.11
H 0.6086 4.1262 -1.1201 0.3 0.5 -0.1 0.13
H 2.3107 4.7219 -0.7398 -0.6 -0.6 -0.2 0.14
C -2.5015 2.2346 2.1418 1.6 0.0 -2.0 0.03
C -2.4403 1.5655 0.7888 0.0 0.1 0.4 -0.32
N -1.3183 1.0569 0.3036 -0.5 -1.4 -0.7 0.09
C -1.6530 0.4637 -0.9295 -1.5 2.7 0.3 -0.08
C -2.9603 0.8658 -1.2935 1.7 -0.5 3.1 -0.03
N -3.4534 1.4792 -0.1073 0.4 -0.8 -1.4 0.19
C -3.7310 0.8054 -2.5219 -3.0 -0.1 -2.1 -0.45
O -3.0404 0.5205 -3.6295 -0.3 0.0 0.8 0.12
O -4.9619 1.0318 -2.5674 3.2 -0.3 0.6 0.07
C -0.5354 -0.0069 -1.7319 2.9 0.1 -1.3 -0.44
O -0.6392 -0.1896 -2.9639 0.1 -0.2 1.9 0.07
O 0.6359 -0.0781 -1.0675 -2.5 0.7 -1.0 -0.19
H -3.3455 1.9218 2.6986 -0.9 0.0 0.6 0.07
H -2.4688 3.3088 1.8911 -0.2 -0.3 0.8 0.11
H -1.5583 1.9142 2.6085 -0.4 0.5 0.2 0.07
H -4.4531 1.6606 0.0296 0.7 0.2 -0.1 0.19
H -2.0812 0.2309 -3.4522 -0.4 0.2 0.1 0.07
C -2.5490 -4.9069 4.5660 2.4 -0.2 0.5 -0.03
C -1.6106 -3.8597 3.9549 -0.4 0.2 1.0 -0.24
C -1.0183 -3.9961 2.7264 -0.4 -1.9 -0.2 -0.03
C -0.1348 -3.1428 2.1227 0.6 0.6 -0.7 -0.19
C 0.2565 -3.3867 0.6788 0.5 -0.6 -0.7 -0.02
C 0.2757 -2.0114 2.8437 -0.8 0.0 0.0 -0.02
C -0.3573 -1.8167 4.1209 0.2 0.9 -0.2 -0.16
C -0.1700 -0.5682 4.9315 1.3 1.1 0.3 -0.05
C -1.2740 -2.7076 4.6481 1.3 -0.3 -2.5 -0.01
C 0.9733 -0.9041 2.1249 -0.1 0.2 0.5 -0.48
O 0.7236 0.2948 2.5555 0.4 0.0 -0.4 -0.16
O 1.6863 -0.9737 1.0559 -0.5 -0.7 1.9 -0.12
H -3.4479 -4.4564 4.9972 0.1 -0.4 -0.2 0.08
H -1.9137 -5.4387 5.3555 -1.1 0.9 -0.5 0.11
H -2.6819 -5.7057 3.8507 -0.8 0.0 -0.3 0.06
H -1.2294 -4.9190 2.2252 -0.3 -0.3 -0.6 0.11
H -0.0699 -4.4053 0.2610 -0.2 1.8 0.6 0.11
H 1.3360 -3.4204 0.5526 0.3 -0.1 0.4 0.08
H 0.0470 -2.4870 0.0468 -0.5 -1.0 0.3 0.08
H -0.3642 -0.5934 6.0077 -0.5 -0.7 -0.2 0.09
H -0.7022 0.2942 4.5247 -0.1 -0.2 -0.1 0.08
H 0.8797 -0.2607 4.9070 -0.1 0.1 -0.2 0.09
H -1.7541 -2.3773 5.4843 -1.2 0.3 2.4 0.09
```
Forces are in eV/Å.

=====

Computed, not measured: a molecular structure, C25H25N3O2PtTe in a non-equilibrium geometry, with the ωB97M-V functional and the def2-TZVPD basis.

Summary:
Orbital gap (alpha / beta), eV: 6.454 / 6.574
Total charge: +2
Lowest unoccupied orbital energy (alpha / beta), eV: -7.81 / -7.68
Total energy, Eh: -1669.176006

```
57
Properties=species:S:1:pos:R:3:forces:R:3:lowdin_charge:R:1
Pt 0.0239 0.1025 0.7083 -1.2 3.6 -1.9 0.86
C -2.8258 -3.2964 -0.0031 0.1 0.0 0.0 -0.02
O -3.4341 -1.9862 -0.2817 0.0 -0.2 -0.2 0.10
C -2.4800 -1.1092 -0.1911 -0.1 0.1 -0.1 -0.32
N -1.2847 -1.5091 0.0649 1.0 -0.7 1.6 0.02
C -1.3092 -3.0103 0.0914 -0.1 0.1 0.1 -0.19
C -0.6318 -3.7283 1.2474 0.0 0.0 0.1 -0.18
C 0.4762 -3.2412 1.9301 -0.1 -0.3 0.0 -0.07
C 1.0928 -3.9879 2.9251 -0.1 -0.2 -0.1 -0.07
C 0.6177 -5.2521 3.2404 0.1 0.0 0.1 -0.06
C -0.4670 -5.7640 2.5459 -0.1 -0.1 0.0 -0.05
C -1.0820 -5.0103 1.5565 -0.2 0.0 0.0 -0.03
C -2.7388 0.3088 -0.5002 -0.1 -0.2 0.1 -0.15
C -3.8975 0.8568 -1.0125 -0.2 0.0 0.0 0.07
C -3.8711 2.1991 -1.3832 0.0 0.0 0.0 0.03
C -2.6981 2.9359 -1.2487 -0.1 0.1 0.0 0.08
C -1.5998 2.2979 -0.6992 0.2 0.5 0.0 -0.15
N -1.6437 1.0322 -0.3363 0.6 -1.2 -0.2 0.04
C -0.2551 2.8495 -0.4872 -0.2 0.4 -0.2 -0.30
N 0.6560 2.1425 0.0724 0.4 -1.4 0.9 -0.02
C 1.9011 2.9443 0.1397 0.0 -0.1 -0.2 -0.25
C 1.4928 4.2278 -0.6310 -0.1 -0.2 0.1 0.02
O 0.0474 4.0568 -0.8869 0.2 -0.1 0.1 0.09
C 3.1245 2.2550 -0.4275 0.0 -0.1 0.0 -0.22
C 4.3482 2.9130 -0.3232 0.0 0.1 0.1 -0.03
C 5.5015 2.3357 -0.8351 0.0 0.1 0.0 -0.05
C 5.4404 1.0942 -1.4574 0.0 0.0 0.0 -0.05
C 4.2283 0.4291 -1.5502 0.0 0.0 0.0 -0.06
C 3.0715 1.0068 -1.0356 0.2 0.1 0.0 -0.06
H -3.0909 -3.9492 -0.8245 -0.1 0.0 -0.1 0.15
H -3.2495 -3.6752 0.9197 -0.1 0.1 0.1 0.14
H -0.8241 -3.3490 -0.8242 0.1 0.2 -0.1 0.16
H 0.9126 -2.3089 1.6561 0.2 0.7 -0.1 0.04
H 1.9668 -3.6015 3.4361 0.0 0.0 0.0 0.11
H 1.1054 -5.8426 4.0060 0.0 0.0 0.0 0.12
H -0.8325 -6.7605 2.7654 0.0 0.1 0.0 0.12
H -1.9180 -5.4399 1.0110 0.1 0.0 0.1 0.12
H -4.7866 0.2463 -1.1263 0.1 0.1 0.0 0.15
H -4.7586 2.6641 -1.7935 0.0 0.0 0.0 0.14
H -2.6259 3.9719 -1.5599 0.0 -0.1 0.0 0.15
H 2.0886 3.1880 1.1856 0.0 0.0 0.1 0.12
H 1.9924 4.3072 -1.5900 0.0 0.0 -0.1 0.15
H 1.6273 5.1420 -0.0653 -0.1 0.1 0.0 0.14
H 4.4013 3.8822 0.1695 0.0 -0.1 -0.1 0.13
H 6.4486 2.8547 -0.7435 -0.1 0.0 0.0 0.12
H 6.3371 0.6493 -1.8708 0.0 0.0 0.0 0.12
H 4.1797 -0.5403 -2.0314 0.0 0.1 0.0 0.12
H 2.1380 0.4792 -1.1237 -0.3 -0.1 -0.1 0.08
C 0.6308 -0.4123 4.4865 0.0 0.1 0.1 -0.38
Te 1.1457 0.9541 2.9551 0.1 -1.3 -0.3 1.33
C 3.1608 0.3209 2.6984 0.1 0.2 0.2 -0.35
H 0.9975 0.0077 5.4199 0.0 -0.1 0.0 0.02
H 1.0717 -1.3869 4.2937 0.0 0.1 -0.1 0.00
H -0.4546 -0.4846 4.5151 0.0 0.0 0.0 0.02
H 3.2357 -0.7238 2.9897 0.0 0.0 0.0 0.02
H 3.7903 0.9423 3.3316 0.0 -0.1 0.0 0.02
H 3.4285 0.4532 1.6533 0.0 0.0 0.0 -0.01
```
Forces are in eV/Å.

=====

Computed, not measured: a single C25H25N3O6 molecule, with the ωB97M-V functional and the def2-TZVPD basis.

Summary:
Orbital gap, eV: 7.850
SMILES string: COc1cc([C@@H]2CC(=O)c3cnc(NC(=O)COc4ccccc4)nc3C2)cc(OC)c1OC
Lowest unoccupied orbital energy, eV: -0.24
Energy relative to the best compared isomer or geometry (same formula, charge and spin), kcal/mol: 27.9
Total energy, Eh: -1583.365437

```
59
Properties=species:S:1:pos:R:3:forces:R:3:lowdin_charge:R:1
C 4.6112 -0.5686 1.8500 0.2 0.2 0.0 -0.07
H 5.1804 -0.7395 2.7626 0.0 0.1 -0.1 0.10
O 3.5038 -1.4318 1.9365 -0.5 -0.2 -0.2 -0.10
C 2.5913 -1.4462 0.9131 -0.1 -0.2 0.2 -0.17
C 2.7003 -0.6123 -0.1978 0.1 0.0 -0.1 0.03
C 1.7410 -0.6044 -1.1927 0.1 -0.2 0.0 -0.18
C 0.6535 -1.4644 -1.0876 -0.1 -0.1 0.0 0.03
C 0.5327 -2.3196 -0.0054 0.0 -0.1 0.2 -0.18
C 1.5058 -2.3237 1.0156 -0.1 -0.2 0.1 -0.13
O 1.2465 -3.1890 2.0367 -0.1 0.5 -0.3 -0.05
C 2.3000 -3.6844 2.8319 0.3 -0.2 0.4 -0.07
H 2.6639 -2.9364 3.5395 0.0 -0.1 -0.1 0.09
H 1.8722 -4.5250 3.3782 0.1 0.0 0.0 0.09
H 3.1346 -4.0360 2.2202 0.0 0.0 0.0 0.10
O -0.4865 -3.2012 0.1772 0.5 0.2 0.2 -0.05
C -1.5277 -3.2345 -0.7668 -0.2 0.0 -0.2 -0.07
H -1.1629 -3.5086 -1.7627 0.0 0.0 0.0 0.10
H -2.2157 -4.0013 -0.4149 0.0 0.1 -0.1 0.10
H -2.0587 -2.2784 -0.8201 0.1 0.0 0.0 0.07
H -0.0906 -1.4689 -1.8678 -0.1 0.0 -0.1 0.11
C 1.7806 0.3607 -2.3594 0.0 0.1 -0.1 -0.25
C 0.6656 1.4029 -2.1685 0.0 -0.1 -0.1 -0.06
C 0.9468 2.1456 -0.9084 0.5 0.2 0.2 -0.19
N -0.0651 2.4299 -0.1071 -0.3 0.1 0.0 0.20
C 0.2040 3.0815 1.0200 0.5 -0.2 -0.5 -0.35
N 1.4089 3.5249 1.3901 -0.1 0.2 0.5 0.15
C 2.4197 3.2215 0.6045 0.0 -0.2 -0.4 -0.03
C 2.2622 2.4934 -0.5767 -0.3 0.3 0.3 -0.07
C 3.4179 2.0694 -1.3893 -0.1 0.0 -0.2 -0.38
O 4.5421 2.4617 -1.1671 0.0 0.0 0.0 0.09
C 3.1043 1.1079 -2.5187 0.1 -0.2 -0.1 -0.06
H 3.0635 1.7112 -3.4321 0.0 0.0 0.0 0.14
H 3.9419 0.4172 -2.6326 0.0 0.1 0.0 0.14
H 3.3997 3.5560 0.9195 0.1 0.0 -0.1 0.13
N -0.8009 3.3546 1.9044 0.2 0.4 0.5 0.17
C -2.1163 2.9188 1.9695 -0.1 -0.2 -0.3 -0.40
O -2.8232 3.2959 2.8629 -0.2 0.0 0.1 0.13
C -2.5290 1.9632 0.8692 -0.2 -0.2 -0.2 -0.13
O -3.8290 1.5024 1.1219 -0.1 0.1 0.2 -0.02
C -4.3529 0.5844 0.2620 -0.1 -0.1 -0.1 -0.26
C -5.6275 0.1132 0.5801 0.1 0.1 0.1 0.00
C -6.2478 -0.8178 -0.2257 0.0 0.1 0.1 -0.08
C -5.6123 -1.2954 -1.3622 0.0 -0.1 -0.2 -0.10
C -4.3520 -0.8282 -1.6813 -0.1 -0.1 0.0 -0.10
C -3.7159 0.1064 -0.8783 0.2 0.2 0.1 -0.03
H -2.7327 0.4564 -1.1540 0.1 0.1 0.0 0.09
H -3.8519 -1.1900 -2.5687 0.0 0.0 -0.1 0.10
H -6.0978 -2.0237 -1.9935 0.0 -0.1 -0.1 0.10
H -7.2336 -1.1746 0.0321 -0.1 0.0 0.0 0.10
H -6.1042 0.4981 1.4671 -0.1 0.0 0.1 0.12
H -2.4684 2.4971 -0.0896 0.0 -0.2 0.1 0.14
H -1.8087 1.1332 0.8431 -0.2 0.1 -0.1 0.13
H -0.5074 3.9306 2.6880 -0.1 -0.1 -0.1 0.16
H 0.6595 2.1023 -3.0095 0.0 0.0 0.0 0.14
H -0.3176 0.9392 -2.1034 0.0 0.0 0.0 0.11
H 1.5836 -0.2003 -3.2798 0.0 0.1 0.1 0.15
H 3.5513 0.0416 -0.2677 0.1 0.0 0.1 0.09
H 4.3062 0.4821 1.8086 0.0 0.0 0.0 0.09
H 5.2413 -0.7992 0.9852 0.0 0.0 0.0 0.10
```
Forces are in eV/Å.

=====

Computed, not measured: 2 unconnected molecules or ions with the total composition C25H25O7 in a non-equilibrium geometry, with the ωB97M-V functional and the def2-TZVPD basis.

Summary:
Orbital gap, eV: 4.316
Total charge: -1
Lowest unoccupied orbital energy, eV: 1.42
Total energy, Eh: -1494.330539

```
57
Properties=species:S:1:pos:R:3:forces:R:3:lowdin_charge:R:1
C 0.0989 2.2408 3.8847 0.0 0.2 -0.1 -0.08
C -0.0868 2.1757 2.3668 -0.9 -0.3 0.2 -0.23
O -1.4847 1.9366 2.1349 1.6 0.2 1.0 -0.08
C -1.9222 2.0132 0.8474 -2.5 -0.1 -0.8 -0.53
C -3.3491 2.1170 0.8566 0.4 0.6 -1.4 -0.17
C -3.9450 2.3182 2.1872 -0.6 0.7 1.2 -0.12
C -4.0548 2.9191 -0.1423 0.2 -1.7 1.7 -0.52
O -5.1973 3.3355 0.0443 -0.3 0.5 -0.5 -0.01
O -3.3951 3.1834 -1.2758 -0.4 1.2 -2.0 -0.02
C -4.1695 3.9964 -2.2315 0.4 -0.5 0.6 -0.22
C -3.3812 4.0843 -3.5251 0.0 -0.1 0.0 -0.09
O -1.1814 1.9576 -0.1153 1.4 -0.1 -0.3 0.03
H 1.1765 2.1442 4.0901 -0.3 0.0 0.2 0.06
H -0.2445 3.2301 4.2580 0.1 -0.7 -0.1 0.08
H -0.4706 1.4378 4.4001 0.4 0.5 -0.4 0.08
H 0.2054 3.1268 1.9094 0.1 -0.2 -0.1 0.13
H 0.4694 1.3548 1.9139 0.3 0.1 0.0 0.10
H -5.0103 2.5271 2.0539 0.2 0.0 0.3 0.06
H -3.8075 1.5608 2.9721 0.1 -0.1 -0.5 0.07
H -3.4271 3.2235 2.5467 -0.6 0.0 0.7 0.08
H -5.1427 3.5020 -2.4036 0.4 0.3 0.2 0.12
H -4.3464 5.0097 -1.8182 0.0 -0.6 0.0 0.12
H -3.9344 4.6952 -4.2483 0.0 0.0 0.1 0.06
H -2.3959 4.5469 -3.3911 -0.2 -0.2 0.1 0.07
H -3.2598 3.0877 -3.9609 0.1 0.1 0.1 0.07
C 1.1309 -6.7743 2.5858 -0.6 0.5 -0.2 -0.07
O 0.0095 -5.9278 2.2583 0.5 0.4 0.1 -0.10
C 0.1934 -4.6235 1.8702 0.6 0.7 -0.4 -0.24
C 1.4727 -3.9924 1.7141 -1.2 -0.9 0.1 -0.01
C 1.5079 -2.7260 1.1584 0.6 0.6 0.1 -0.05
C 0.3544 -2.0050 0.7790 -0.7 -1.1 0.7 -0.20
C 0.4635 -0.7606 0.0526 1.2 0.1 -1.0 0.09
C 1.5026 -0.5776 -0.8367 -0.2 -0.6 0.6 -0.04
C 2.0734 0.7148 -1.3221 -0.9 0.8 0.5 -0.29
O 1.8210 1.8392 -0.9203 0.4 -1.1 -0.5 0.12
C 3.1374 0.3614 -2.3135 0.5 -0.5 -0.3 -0.09
C 3.3114 -1.0273 -2.3566 0.2 0.5 -0.5 -0.09
C 4.2918 -1.6183 -3.1585 -0.3 0.2 0.0 -0.01
C 5.0302 -0.7853 -4.0049 -0.2 0.4 0.1 -0.08
C 4.8444 0.6199 -3.9749 -0.2 -0.5 0.2 -0.07
C 3.9287 1.2029 -3.0869 0.1 0.1 -0.2 0.00
C 2.3327 -1.6900 -1.4438 0.3 0.6 0.6 -0.30
O 2.3181 -2.8838 -1.2376 -0.1 -0.1 -0.6 0.08
C -0.9156 -2.5815 1.0890 1.0 -0.1 -0.4 0.01
C -0.9881 -3.8846 1.5779 0.5 -0.3 0.2 -0.01
H 0.6442 -7.6918 2.8967 0.2 -0.2 0.1 0.08
H 1.7698 -6.9751 1.7185 -0.1 0.2 0.0 0.09
H 1.7366 -6.3849 3.4123 -0.2 0.1 -0.1 0.09
H 2.4138 -4.5217 1.9341 -0.7 0.3 -0.1 0.11
H 2.5150 -2.2740 1.0015 -1.1 -0.3 0.2 0.13
H -0.2781 0.0273 0.1688 0.1 0.3 0.1 0.11
H 4.4444 -2.7007 -3.1154 -0.1 0.4 -0.1 0.12
H 5.7472 -1.2272 -4.7057 -0.2 0.3 0.3 0.10
H 5.4165 1.2486 -4.6586 -0.1 -0.2 0.2 0.10
H 3.8028 2.2892 -2.9986 0.1 -0.5 -0.2 0.12
H -1.8201 -2.0207 0.8349 0.3 -0.2 0.2 0.13
H -1.9561 -4.3732 1.7277 0.4 0.2 0.0 0.12
```
Forces are in eV/Å.

=====

Q: total energy of number 2 (C25H25N3O2PtTe)?
A: -1669.176006 Eh

=====

Q: Among the records above, which one has the lowest total energy?
A: C25H25N3O10SZr

=====

Q: Among the records above, which one has the lowest total energy?
A: C25H25N3O10SZr